CH3ClFP | ωB97M-V/def2-TZVPD

```
7
Properties=species:S:1:pos:R:3:forces:R:3:mulliken_charge:R:1
H 0.2300 -1.3320 0.8317 0.1624 -0.8827 0.2795 0.07
Cl -1.1130 -1.7110 -1.3770 -0.0940 0.1699 -0.0410 -0.21
P 0.6019 -1.0019 -0.4766 -0.0823 0.1694 0.4879 0.14
F 0.6214 0.9422 1.2852 1.6325 0.0853 3.7291 -0.23
H -0.9877 0.8808 0.1808 0.0551 -0.4395 -0.2857 0.25
C 0.0922 0.6918 0.1267 -0.5576 2.5383 -4.9495 -0.21
H 0.5552 1.5301 -0.5708 -1.1163 -1.6407 0.7797 0.19
```
Forces are in eV/Å.

Summary:
HOMO	-10.015	eV
SMILES	FCPCl
largest force on an atom	5.590	eV/Å
LUMO energy	0.6	eV
E	-25613.7767	eV
molecular weight	100.46	g/mol
frontier orbital gap	10.63	eV
relative energy (zero: lowest compared OMol25 entry of this formula, charge and spin)	49.6	kcal per mole

***

C20H40Cl2F12N3O10 | ωB97M-V/def2-TZVPD

```
87
Properties=species:S:1:pos:R:3:forces:R:3:mulliken_charge:R:1
H -2.3924 15.6773 3.8797 -0.4974 0.8383 0.4154 0.05
C -6.1094 14.0452 4.4548 1.3487 1.7418 -0.2146 0.11
C 1.3054 18.7896 9.1099 0.9286 -0.1282 -0.4095 0.58
F 2.2748 23.0088 8.6985 0.0000 0.3176 1.0082 -0.25
H 1.1771 19.2770 2.5815 0.1467 0.0635 0.0774 0.39
H -5.8454 18.3153 3.9850 0.2116 -0.0924 -0.3249 0.37
C 1.1047 15.4998 4.8668 0.7172 0.5372 0.6761 0.48
H -1.7002 22.3141 3.7513 -0.3008 -0.2756 -0.3419 0.41
C 1.1524 17.3811 3.4439 -0.2481 -0.6203 -0.2909 0.27
H -1.1336 18.8974 8.4918 0.3053 0.1928 -0.0127 -0.55
H -5.1865 14.6373 4.5560 -0.0691 -0.2539 0.1032 -0.01
F 2.9072 20.1829 10.0275 0.3854 1.1242 0.0352 -0.23
H -3.2476 22.8255 7.9601 0.0312 0.1899 -0.3579 0.22
H -7.8060 14.1027 3.1124 0.1499 -0.2160 -0.2191 0.35
C -6.0958 19.5953 8.2814 -0.4756 -0.4540 0.8234 -0.45
C -4.6882 12.3321 3.7991 -0.1285 -1.7196 0.7112 0.32
C -0.9051 18.0814 9.1691 -0.4225 -0.3376 -0.0768 0.99
F 2.6053 18.3237 11.0384 -0.0016 -0.3052 0.6015 -0.27
F 0.5469 14.5064 6.9122 0.2577 0.1189 0.0416 -0.25
Cl -4.9576 21.3873 9.9212 0.3184 0.1218 -0.2137 -0.15
C -5.2038 20.8010 8.2452 -0.3386 0.1501 0.2071 0.35
H 1.0032 19.3378 4.3405 -0.0609 -0.0467 0.1853 -0.02
F 2.9451 21.8355 7.0495 1.1519 -1.1656 -0.2323 -0.22
C -4.3559 10.8404 3.8853 -0.2423 -0.3819 -0.3529 0.89
H -0.8200 17.1722 8.5783 -0.0790 -0.0067 -0.2149 0.13
H -1.8479 21.1316 8.9334 0.4765 0.0788 0.2572 0.37
H -1.7665 18.3802 11.1877 0.3563 0.0186 -0.0163 0.37
O 0.5662 14.8224 4.0576 -1.1240 -1.5428 -1.0685 -0.76
O 1.2231 19.1486 7.9792 -0.0102 0.6935 -1.5067 -0.57
C -6.7952 14.5070 3.1914 -0.7139 0.1141 -0.2364 -1.12
O -3.3567 16.5316 5.1458 0.1457 -0.3621 -2.0153 -0.92
H -2.0690 23.6293 8.8976 0.4158 0.1298 -0.0693 0.35
O -3.1088 19.6932 5.2544 -1.0262 0.3888 -0.5657 -1.20
H -2.8597 18.4499 9.8350 -0.1688 -0.2065 0.1616 0.15
N -2.0159 15.3381 2.9390 0.3290 -0.9640 -0.0232 -0.16
H -6.2192 14.3126 2.2872 -0.0204 -0.3804 0.0962 0.30
C 0.6670 22.0694 7.2012 0.9332 0.2380 0.0475 0.38
H -2.1013 16.0319 2.2019 -0.1247 0.0566 0.2096 0.39
F 3.6104 18.3519 9.1577 0.7791 -0.3645 -0.7531 -0.23
H -1.8702 23.5935 7.1000 0.0032 0.1588 0.0057 0.35
H -6.6634 14.2745 5.3581 -0.3436 -0.6415 0.0036 0.39
F -5.4895 10.1514 3.8018 -0.0755 -0.4151 -0.0028 -0.24
H -2.2279 16.8797 10.3472 -0.0706 -0.0024 0.2744 0.39
H -5.6765 18.8194 8.9125 0.3299 -0.1541 -0.2193 0.27
C 1.6007 14.9838 6.2313 -0.3743 -0.1527 0.0898 0.93
C 2.0419 22.6866 7.4568 -0.2141 -0.1088 -0.5295 0.84
H -1.2158 20.8490 3.0219 -0.0432 0.3459 -0.0367 0.37
F -3.7407 10.5296 5.0214 0.0763 0.0857 0.1421 -0.24
O -4.0124 13.0639 3.1926 2.8299 2.5657 -2.3512 -0.58
H 1.7306 16.8902 2.6540 -0.0501 -0.1440 0.2209 0.45
C -1.9798 17.9297 10.2233 -0.5746 0.0515 -0.4441 -1.28
N -1.5874 21.3050 3.8519 0.9380 0.0343 0.7476 -0.14
H -0.8912 21.2049 4.6141 0.1304 0.0526 -0.1582 0.12
H -1.0181 15.0571 3.0279 -0.4450 0.0907 0.1595 0.37
F 2.4492 13.9940 5.9934 0.2117 -0.2342 0.1686 -0.26
H -1.5535 18.5871 4.5702 0.1969 -0.3781 -0.0602 -0.13
H -2.4139 20.7359 4.2755 -0.6914 -0.5665 0.7363 0.39
C -2.1758 23.0462 7.9862 -0.8350 -0.6937 0.3681 -1.31
H -4.3712 19.0700 4.4976 0.8052 -0.1353 0.0015 0.30
H -6.3424 19.1914 7.3077 0.1509 0.0939 -0.2233 0.24
C -1.4792 21.7052 8.0869 -0.0585 0.3318 -0.7934 0.43
H -4.6521 18.7038 2.8532 -0.2418 -0.1188 -0.0491 0.35
C -2.5714 17.3096 5.9673 -0.6906 -0.1486 0.4867 -0.39
N -4.8443 18.3730 3.7920 -0.4328 0.4083 0.5283 -0.33
H -5.6638 21.5943 7.6648 0.0114 0.1928 0.0638 0.45
H -1.6096 21.1052 7.1824 -0.1142 0.0479 0.1090 -0.14
O 0.3849 21.7373 6.0983 -0.6859 -0.5215 -2.5760 -0.68
H -3.1151 17.4386 6.9157 0.0462 0.2384 0.3344 0.15
H -4.2333 20.5652 7.8250 0.1113 -0.1778 -0.1377 -0.51
H -4.3500 17.4683 4.0420 0.3870 -0.2185 0.6575 0.18
H -6.9351 15.5933 3.1806 0.1223 -0.0409 0.4211 0.30
H -2.5839 14.5123 2.6988 0.0923 0.0484 0.0422 0.44
F 2.1669 23.7591 6.6846 -0.1889 0.9587 -0.2376 -0.27
H 0.0895 17.2288 3.2215 0.1218 0.1750 0.0352 -0.21
C 2.6497 18.9055 9.8501 -1.1106 -0.3207 0.5775 0.79
O 0.3590 18.2606 9.7962 -0.3890 -0.3803 1.7035 -0.30
C -2.1683 18.6960 5.4933 1.1385 0.4550 -0.1455 1.03
F -3.5636 10.5025 2.8626 -0.1379 0.0345 0.2649 -0.24
O -5.7331 12.6638 4.4389 -2.5844 -0.2655 1.6268 -0.32
H -1.6281 16.8035 6.2619 0.0526 0.0662 -0.1788 0.02
O -0.0603 21.9794 8.2301 -1.1517 -0.1060 2.7676 -0.25
Cl -7.6598 19.9275 9.1113 -0.0131 0.1220 -0.3938 -0.19
H -1.4492 19.0299 6.2680 0.0507 0.0654 -0.1031 -0.32
O 1.4140 16.7349 4.7049 0.7966 1.8991 0.2067 -0.16
C 1.5113 18.8288 3.5251 -0.2685 0.5323 -0.1766 -1.11
H 2.5762 19.0188 3.6219 0.0813 -0.1755 0.0348 0.43
F 2.2089 15.9207 6.9557 -0.2346 -0.2450 -0.1025 -0.23
```
Forces are in eV/Å.

Summary:
HOMO	-10.799	eV
largest force on an atom	4.485	eV/Å
LUMO energy	-3.1	eV
charge	+1
E	-103983.2726	eV
molecular weight	781.43	g/mol
frontier orbital gap	7.70	eV
relative energy (zero: lowest compared OMol25 entry of this formula, charge and spin)	0.0	kcal per mole

***

C4H4IN2 | ωB97M-V/def2-TZVPD

```
11
Properties=species:S:1:pos:R:3:forces:R:3:mulliken_charge:R:1
C -1.1992 -1.5596 0.2556 2.9845 0.0840 -0.6960 -0.84
N -0.6189 0.8038 -0.2730 1.1466 -1.8477 -0.3377 -0.06
H -0.4695 -2.3266 0.0665 -0.1926 -1.1951 0.2502 0.33
N 1.3655 1.6881 0.0423 -1.2990 -0.1628 0.2106 -0.13
C 0.0753 1.9337 -0.2452 0.2313 2.9826 -0.3286 0.01
H -0.3990 2.9712 -0.4544 1.2021 -2.2593 0.4419 0.35
H -1.8966 -1.5966 -0.5564 -1.3165 -0.4778 0.1550 0.33
H -1.4009 -1.4555 1.3035 -0.8970 -0.1575 0.2851 0.32
C 1.9240 0.6848 0.4130 1.1561 0.7758 0.0485 -0.05
C -0.4679 -0.3835 -0.2121 -2.9236 2.2973 -0.0417 0.30
I 3.0871 -0.7596 -0.3400 -0.0919 -0.0392 0.0127 0.45
```
Forces are in eV/Å.

Summary:
HOMO (alpha / beta)	-12.733 / -12.734	eV
largest force on an atom	3.718	eV/Å
LUMO energy (alpha / beta)	-6.2 / -6.2	eV
charge	+1
E	-15281.2916	eV
molecular weight	206.99	g/mol
frontier orbital gap (alpha / beta)	6.50 / 6.50	eV
relative energy (zero: lowest compared OMol25 entry of this formula, charge and spin)	65.9	kcal per mole